# 1
An isolated molecule of C20H21NOS2, computed with ωB97M-V with the def2-TZVPD basis set.

```
45
Properties=species:S:1:pos:R:3:forces:R:3
C 0.67053 -0.31104 2.48770 -1.52 0.49 0.59
H 6.55426 -5.91492 2.62200 -0.19 0.25 -0.17
H 7.87387 -4.09743 1.57256 -0.35 -0.05 -0.08
H -2.14522 0.19869 0.83268 -0.02 0.14 0.10
C 6.03275 0.04756 0.51980 -0.44 -0.09 -0.49
N 2.69468 -3.88644 1.05319 -1.04 0.72 -0.44
C 6.03868 -5.14003 2.05088 0.01 0.37 -0.44
H 5.64254 -0.29703 1.48310 0.16 0.17 -0.34
C 5.75583 0.25134 -1.89383 -0.14 -0.32 0.62
H 7.76951 0.99750 1.36176 -0.14 -0.07 -0.36
C 4.78491 -3.07891 0.60747 0.23 -1.15 1.18
O -0.51313 -0.95891 2.58462 0.48 0.80 -0.34
S 0.86404 1.26945 2.94659 0.53 -0.33 -0.01
C 7.71145 1.17805 -0.80700 -0.38 -0.10 0.04
C 6.17576 -3.09303 0.70801 -0.22 -0.20 0.11
H -1.45774 0.49492 3.79566 0.22 -0.34 -0.46
C 2.48957 -2.60222 0.50803 -0.83 -1.00 0.13
C 6.97316 0.92024 -1.97387 0.16 0.06 0.32
H 3.18552 -0.57056 -1.16374 0.10 0.28 0.50
S 2.07502 -1.16666 2.05774 1.67 -0.46 -0.16
H 1.60130 -2.46836 -0.11085 0.27 -0.09 0.06
C 1.59952 -4.70095 1.53778 0.01 0.05 -0.38
H 1.99488 -5.55963 2.08652 -0.17 0.22 -0.09
C -2.80592 -1.06163 3.20259 -0.03 -0.23 0.10
C 4.64660 -5.18329 1.91017 0.00 0.24 -0.29
C 5.28387 -0.24032 -0.65209 1.44 0.99 -0.29
C -1.66477 -0.10565 2.89171 -0.65 -0.44 0.70
H -1.25308 1.56268 1.57968 -0.34 -0.28 -0.07
H 0.93352 -4.11352 2.18453 0.23 -0.05 -0.02
C 6.78890 -4.11049 1.44799 -0.05 -0.27 0.06
H 1.01746 -5.06271 0.67718 0.04 -0.03 0.30
C 4.03733 -4.14966 1.19555 1.15 0.79 0.33
H -2.61853 -1.62198 4.12426 0.04 0.02 -0.18
C -2.02027 0.79646 1.74451 0.08 0.36 -0.59
H -2.95770 -1.77493 2.38298 0.01 0.16 0.13
C 4.02957 -0.94906 -0.57981 -0.98 -1.74 0.24
C 7.22292 0.76705 0.44396 -0.06 -0.10 -0.39
H 4.03099 -5.97113 2.34392 0.37 0.15 0.01
H 8.65328 1.72206 -0.86524 -0.22 -0.13 -0.02
H -3.73202 -0.49298 3.34538 0.18 -0.09 -0.05
H -2.96692 1.30597 1.95717 0.14 -0.12 -0.01
H 6.75504 -2.29712 0.24040 -0.04 -0.35 0.26
H 7.34877 1.24683 -2.94661 -0.11 -0.06 0.35
H 5.15542 0.05620 -2.78520 0.25 0.11 0.18
C 3.82640 -2.13179 0.08045 0.11 1.67 -0.66
```
Forces are in eV/Å.

E_LUMO: -0.77 eV
Gap between HOMO and LUMO: 6.509 eV
Structure (SMILES): CC(C)OC(=S)S[C@H]1/C(=C/c2ccccc2)c2ccccc2N1C
2S+1: 1

Need the Mulliken charges? In units of e they are: 0.335 0.367 0.377 0.307 -0.386 0.059 -0.631 0.418 -0.446 0.388 1.252 -0.346 -0.287 -0.405 -0.108 0.359 -0.928 -0.519 0.468 -0.174 0.628 -0.857 0.279 -1.483 -0.978 0.657 0.455 0.324 0.281 -0.812 0.294 0.180 0.343 -1.207 0.337 -0.978 -0.512 0.231 0.373 0.409 0.392 0.447 0.365 0.400 0.334

---

# 2
A structure of composition C20H22BCoN3O4, computed with ωB97M-V with the def2-TZVPD basis set.

```
51
Properties=species:S:1:pos:R:3:forces:R:3
Co 2.37737 1.45796 -0.15968 0.29 -0.43 0.94
O 3.45475 5.07232 1.05037 1.49 -0.61 0.57
H -2.93056 -5.95321 -1.89136 0.70 -0.21 -0.36
H -2.33486 4.61112 -1.91453 0.90 -0.45 0.57
H 3.09929 7.04569 0.82656 -0.14 0.32 -0.61
H -3.32427 -3.90211 0.93699 0.90 -0.68 0.56
H -1.86921 -2.78282 -0.32956 0.75 0.28 0.14
H 0.03271 4.40481 2.72629 0.17 0.05 -0.05
N 1.05032 2.72317 -0.87625 0.04 2.24 -0.19
H 0.00893 1.10548 -1.25509 0.07 -1.28 -0.61
C -0.60468 -4.47926 -0.00734 -0.49 1.76 -1.61
H -2.71999 -4.24314 -1.74593 0.38 2.59 -1.55
H -3.34032 -5.52025 1.65742 0.23 0.14 -0.35
C -1.62650 -6.73952 0.20966 3.25 -0.46 -0.52
O 2.97912 2.86303 1.24198 1.03 0.71 0.10
C 0.97166 4.18388 -0.72435 -0.03 0.59 2.08
O 2.35175 -1.62909 0.31220 1.02 -0.27 -0.02
O 0.26592 -0.81320 -0.10118 0.43 -0.50 0.12
C 1.20997 4.48219 0.89099 -0.44 0.27 -0.34
C -2.87559 -5.10119 -1.22799 -1.06 -2.88 3.03
H -0.33293 5.91280 -0.92869 -0.17 1.19 0.25
H -3.92011 -5.13247 -0.79080 1.08 0.45 -0.43
H -2.02835 2.12770 -2.32302 2.01 1.19 0.91
H 0.23018 2.79064 1.93925 -0.18 2.01 -0.33
C 0.03524 2.15364 -1.39341 -2.01 -0.31 -0.19
H -2.03001 -4.47141 2.04154 1.07 0.58 1.15
H 3.35664 6.27591 -1.57364 1.18 0.63 -1.39
C 0.07207 3.93334 1.74340 1.29 -2.75 0.81
H 2.77383 -4.40946 0.33954 -0.25 0.39 -0.34
C -1.39333 4.11563 -1.57537 0.96 1.51 -0.49
C 2.60839 6.14182 0.48657 0.21 -0.09 -0.88
H 0.92391 -5.90816 0.23579 0.15 -0.93 -0.21
H -1.11524 -7.15624 -0.65308 -0.09 -0.15 -0.52
N 1.96465 4.84959 -1.51755 -1.57 -3.12 -2.31
C 0.69905 -4.88835 0.05733 0.61 -0.07 0.56
H -2.41983 -7.36750 0.42030 -2.03 -0.83 0.39
H -0.90337 4.01114 1.30182 -0.28 0.31 -0.48
C 0.22724 -2.21859 -0.03226 -1.41 0.50 -0.41
C -1.16632 2.77161 -1.87017 -1.85 -0.85 -0.24
C -0.82591 -3.09015 -0.16292 -0.85 0.22 0.11
H 1.20064 6.36554 1.96065 0.09 -1.10 -1.24
H -0.86803 -6.92067 0.97401 -0.21 0.16 0.49
C -2.65293 -4.75647 1.25174 -2.16 -0.13 -1.44
C 2.64886 5.72330 -1.04629 1.40 3.59 3.94
N 1.34053 5.91944 1.01678 -0.87 1.48 0.70
C 2.68174 4.05480 1.13941 -2.30 -2.26 -0.10
B 1.63460 -0.50142 0.10196 -0.75 0.78 -0.36
C 1.48813 -2.68720 0.16500 0.91 0.47 -0.10
C -1.86901 -5.29778 0.00230 -2.07 0.64 0.54
C 1.78463 -3.99878 0.11850 0.22 -1.63 0.93
C -0.32076 4.87189 -1.04789 -1.59 -3.06 -1.20
```
Forces are in eV/Å.

E_LUMO (spin up / spin down): -3.29 / -5.16 eV
<S²>: 6.0433
Gap between HOMO and LUMO (spin up / spin down): 7.534 / 5.653 eV
Total charge: +1
2S+1: 5

Need the Mulliken charges? In units of e they are: 0.080 -0.340 0.425 0.450 0.511 0.413 0.382 0.417 -0.447 0.499 -0.037 0.401 0.398 -2.265 -0.699 2.134 -0.535 -0.411 0.340 -1.620 0.466 0.365 0.321 0.217 0.388 0.353 0.510 -1.309 0.385 -0.434 0.152 0.410 0.478 -0.661 -0.263 0.458 0.319 0.260 -0.939 -1.144 0.338 0.460 -1.639 -0.661 -0.438 0.459 0.567 1.255 2.365 -1.373 -0.760

---

# 3
A structure of composition C20H22Br2MnN10O3S, computed with ωB97M-V with the def2-TZVPD basis set.

```
59
Properties=species:S:1:pos:R:3:forces:R:3
C 0.23133 -0.66411 3.52770 -0.04 0.02 0.01
H 0.05410 0.27153 4.06639 0.00 -0.01 0.01
H -1.62510 1.82488 1.27372 0.00 0.02 0.01
C -0.36271 3.92843 -1.68236 -0.02 0.05 0.05
O 0.36213 -4.47388 -0.33998 -0.01 -0.04 -0.01
H 4.79105 0.86287 1.95126 0.01 -0.01 -0.01
C -3.79720 -3.28781 2.77476 0.02 -0.01 0.00
H 1.98337 -2.23657 -4.27227 -0.01 0.01 -0.02
N -0.25216 -3.40860 -0.31588 -0.05 0.07 0.11
C 1.56629 0.00421 1.41084 -0.14 -0.08 0.12
H -3.79950 -1.20154 3.33132 0.00 -0.01 0.00
H -0.60788 -1.32430 3.73025 0.00 -0.01 0.01
Br 1.53819 1.48203 -5.21296 -0.01 -0.04 0.05
C 3.78104 0.87988 0.05207 0.07 0.01 -0.01
Br 0.08486 6.45392 -2.99595 0.00 0.00 0.00
H -4.74468 -1.45621 0.56816 -0.02 0.01 0.02
N 1.42844 -1.85436 -3.51893 0.03 0.27 0.16
N -1.88001 -0.86122 1.76804 -0.06 0.10 -0.17
C 0.25732 1.71851 -2.68909 -0.08 0.08 0.03
H 2.05544 -3.13952 0.62151 0.02 -0.01 -0.01
N 2.15348 -1.99404 -2.33103 -0.07 -0.15 0.18
H 2.44354 0.79526 -1.63901 -0.01 0.00 0.03
C 1.59332 -2.42209 -1.19508 0.03 0.18 -0.27
C 0.75324 2.43060 -3.77199 0.04 -0.03 -0.06
C 0.69593 3.83046 -3.84945 -0.01 -0.01 0.02
H -1.03299 5.65786 -0.57061 0.01 0.00 -0.01
C -2.84321 -0.91864 0.83866 0.12 -0.26 0.17
H 1.14471 -1.10991 3.92194 -0.01 -0.01 -0.01
C 2.75063 0.23591 2.11103 0.04 0.03 -0.06
N 1.49647 0.20362 0.07959 0.11 0.15 -0.09
N 2.46543 -2.76866 -0.22045 0.04 -0.06 0.04
C -4.28984 -1.85657 2.61226 -0.02 0.03 0.02
H -2.73201 -3.34470 2.55424 -0.01 0.00 0.00
S -2.70152 -0.53286 -0.83009 0.00 0.12 -0.09
C 0.32533 -0.43176 2.05489 0.14 0.01 -0.05
O 0.25695 0.43112 -2.55794 0.04 0.11 0.06
N 0.26622 -2.32805 -1.01881 0.12 0.00 -0.02
N -0.71887 1.81150 -0.55382 -0.02 0.09 -0.08
C 0.14779 4.56533 -2.83858 0.00 0.04 0.00
C -1.26567 2.44107 0.45864 -0.01 0.03 -0.01
C -0.94540 4.58016 -0.57002 0.02 0.01 -0.06
H 3.10346 -1.65281 -2.26863 -0.01 -0.02 -0.05
Mn -0.37049 -0.17100 -0.72064 0.16 -0.24 0.37
C 3.86635 0.67222 1.42235 -0.04 0.00 0.02
H 1.22179 -0.85963 -3.65053 -0.18 -0.29 -0.05
C -0.28259 2.52584 -1.62635 0.00 -0.12 0.00
H -1.85658 4.31717 1.33918 0.00 -0.01 0.01
H 3.30974 -3.23805 -0.50718 -0.01 0.00 0.01
H -3.96619 -3.63602 3.79540 -0.01 0.00 0.00
H -5.36454 -1.79557 2.79049 0.00 0.00 0.01
H 4.62399 1.23891 -0.52115 0.01 0.01 0.01
H 1.08946 4.32490 -4.72645 0.00 0.00 0.00
C -1.39714 3.84170 0.48401 -0.01 -0.05 0.02
N -4.04918 -1.32273 1.28197 0.06 0.08 -0.05
H -4.31960 -3.95943 2.09233 0.00 0.00 0.00
C 2.57376 0.63825 -0.57434 -0.02 0.01 0.03
N -0.68154 -0.54983 1.24353 -0.22 -0.07 -0.26
O -1.31452 -3.25305 0.23314 0.03 0.00 -0.08
H 2.78593 0.08540 3.17988 0.00 0.00 -0.01
```
Forces are in eV/Å.

E_LUMO (spin up / spin down): -0.30 / -0.33 eV
<S²>: 0.7740
Gap between HOMO and LUMO (spin up / spin down): 6.982 / 6.634 eV
2S+1: 2

Need the Mulliken charges? In units of e they are: -2.141 0.269 0.338 0.630 -0.683 0.435 -0.962 0.247 0.554 0.561 0.223 0.409 -0.200 -1.094 -0.243 0.241 -0.648 -1.749 0.322 0.282 0.051 0.739 0.423 0.043 -0.514 0.336 0.424 0.528 -1.149 0.789 -0.284 -0.466 0.209 -0.623 0.797 -0.785 0.012 0.460 0.013 -0.201 -0.729 0.307 0.283 -0.632 0.206 0.371 0.424 0.190 0.350 0.419 0.488 0.403 -1.097 -0.155 0.301 -0.480 1.831 -0.511 0.438